No. 1
Molecular formula: C22H36N4OS
Method: DFT, wB97M-V/def2-TZVPD

Positions of all 64 atoms, in Å:
C  -0.497  -3.329  -1.244
C  1.062  -3.639  -0.992
C  1.586  -2.690  0.144
C  1.433  -1.318  -0.175
N  2.075  -0.677  0.701
C  3.267  -0.094  0.842
N  3.529  0.525  2.047
N  2.525  0.617  2.562
C  1.561  -0.066  1.992
C  0.322  -0.435  2.671
N  -0.868  0.338  1.908
C  -1.869  -0.564  1.256
O  -1.707  -2.051  1.371
C  -2.840  0.156  0.617
C  -2.271  0.824  -0.730
C  -3.449  1.506  -1.252
C  -4.325  0.335  -1.859
C  -5.002  -0.327  -0.658
C  -5.602  0.801  0.118
C  -4.753  1.782  0.832
C  -4.160  2.503  -0.545
H  -3.539  3.361  0.075
H  -4.907  3.136  -0.953
C  -3.675  1.090  1.675
H  -2.935  1.965  1.665
H  -3.954  0.511  2.332
H  -5.239  2.245  1.376
H  -6.474  1.351  -0.397
H  -6.234  0.110  1.125
C  -3.818  -1.008  0.112
H  -4.257  -1.427  0.823
H  -3.355  -1.700  -0.730
H  -5.633  -0.987  -1.097
H  -3.867  -0.320  -2.606
H  -5.184  0.925  -2.477
H  -2.899  2.295  -2.178
H  -1.512  1.592  -0.429
H  -1.735  0.165  -0.997
H  -0.886  1.183  1.814
H  0.156  0.166  3.783
H  0.200  -1.547  2.903
S  4.214  -0.181  -0.339
C  5.749  0.603  0.050
C  7.002  -0.042  -0.701
H  7.843  0.690  -0.485
H  7.085  0.157  -1.814
H  7.262  -1.069  -0.476
C  5.787  2.005  -0.079
C  5.521  2.722  -1.659
H  4.570  2.142  -2.004
H  5.263  3.734  -1.617
H  6.439  2.542  -2.170
H  4.966  2.494  0.369
H  6.588  2.556  0.436
H  6.021  0.325  1.197
H  0.383  -0.856  -0.001
H  1.854  -1.154  -1.172
H  2.380  -3.053  0.446
H  0.847  -2.882  1.075
H  1.682  -3.480  -1.577
H  1.063  -4.751  -0.792
H  -0.590  -2.382  -1.749
H  -1.099  -3.290  -0.486
H  -1.100  -4.130  -1.878

Properties
- relative energy (zero: lowest compared OMol25 entry of this formula, charge and spin) (eV) = 24.086
- LUMO energy (eV) = 0.5
- gap between HOMO and LUMO (eV) = 7.814
- E_HOMO (eV) = -7.36

=====

No. 2
Molecular formula: C29H39BrCoN4O6
Method: DFT, wB97M-V/def2-TZVPD

Positions of all 80 atoms, in Å:
Co  -1.968  0.017  0.289
C  -3.887  -3.803  3.535
N  -4.117  -2.713  2.596
C  -5.181  -1.772  2.937
C  -3.288  -2.444  1.574
O  -3.473  -1.501  0.808
C  -2.102  -3.393  1.399
O  -1.142  -2.911  0.505
C  -1.129  -3.357  -0.813
C  -1.555  -2.279  -1.804
O  -1.895  -1.150  -1.455
N  -1.561  -2.638  -3.095
C  -1.962  -1.676  -4.120
C  -1.174  -3.970  -3.547
H  -4.843  -4.100  3.959
H  -3.229  -3.502  4.354
H  -3.460  -4.674  3.044
H  -6.147  -2.280  2.932
H  -5.191  -0.965  2.214
H  -5.005  -1.358  3.932
H  -2.473  -4.378  1.097
H  -1.598  -3.500  2.360
H  -1.740  -4.253  -0.959
H  -0.094  -3.619  -1.044
H  -2.337  -0.779  -3.643
H  -2.743  -2.111  -4.745
H  -1.110  -1.413  -4.748
H  -0.329  -4.358  -2.983
H  -0.869  -3.901  -4.587
H  -1.998  -4.684  -3.482
C  -3.078  1.939  -2.195
O  -1.720  1.618  -1.913
C  -0.783  2.536  -2.277
C  -1.069  3.685  -2.989
C  -0.028  4.536  -3.342
Br  -0.436  6.095  -4.347
C  1.269  4.278  -2.984
C  1.561  3.122  -2.252
C  0.540  2.240  -1.921
O  0.857  1.099  -1.250
C  2.958  2.913  -1.815
N  3.966  3.625  -2.248
C  5.066  3.161  -1.546
C  6.401  3.564  -1.605
C  7.309  2.929  -0.779
C  6.910  1.905  0.098
C  5.592  1.492  0.170
C  4.685  2.139  -0.665
N  3.330  1.998  -0.863
H  -3.234  2.025  -3.273
H  -3.369  2.862  -1.694
H  -3.677  1.129  -1.793
H  -2.082  3.932  -3.271
H  2.079  4.949  -3.235
H  0.095  0.718  -0.798
H  6.703  4.354  -2.283
H  8.352  3.223  -0.802
H  7.652  1.432  0.731
H  5.285  0.703  0.848
H  2.694  1.358  -0.417
C  1.539  -1.334  4.044
C  1.862  -0.468  2.818
C  2.935  -1.172  1.975
C  2.388  0.896  3.284
C  0.644  -0.288  2.004
C  -0.355  -0.147  1.324
H  2.440  -1.501  4.643
H  1.146  -2.305  3.731
H  0.789  -0.845  4.670
H  3.841  -1.340  2.568
H  3.198  -0.571  1.102
H  2.565  -2.136  1.619
H  3.324  0.779  3.840
H  1.657  1.386  3.930
H  2.570  1.552  2.429
C  -3.363  1.887  2.075
O  -2.873  1.496  0.827
H  -2.819  2.749  2.480
H  -3.300  1.091  2.833
H  -4.419  2.176  2.001

Properties
- relative energy (zero: lowest compared OMol25 entry of this formula, charge and spin) (eV) = 0.130
- LUMO energy (spin up / spin down) (eV) = 0.1 / 0.1
- spin multiplicity = 2
- gap between HOMO and LUMO (spin up / spin down) (eV) = 7.661 / 7.659
- E_HOMO (spin up / spin down) (eV) = -7.61 / -7.60

=====

No. 3
Molecular formula: C3H4FNO2S
Method: DFT, wB97M-V/def2-TZVPD

Positions of all 12 atoms, in Å:
O  -1.404  1.532  -0.081
C  -1.084  0.331  -0.021
C  -2.140  -0.727  0.014
F  -1.535  -1.961  -0.126
O  0.216  -0.116  0.008
C  1.163  0.961  -0.046
N  2.430  0.689  -0.121
S  2.959  -0.915  -0.044
H  -2.905  -0.633  -0.744
H  -2.649  -0.642  0.967
H  0.764  1.967  -0.042
H  4.186  -0.485  0.237

Properties
- relative energy (zero: lowest compared OMol25 entry of this formula, charge and spin) (eV) = 0.574
- LUMO energy (eV) = 0.5
- gap between HOMO and LUMO (eV) = 9.684
- E_HOMO (eV) = -9.15
- SMILES string = O=C(CF)O/C=N\S

=====

No. 4
Molecular formula: C8H14FO4
Method: DFT, wB97M-V/def2-TZVPD

Positions of all 27 atoms, in Å:
C  0.900  1.124  -0.085
C  2.035  0.937  -1.069
O  2.926  -0.078  -0.522
C  2.781  2.225  -1.400
C  2.434  2.747  -2.785
O  3.008  4.066  -2.819
F  0.965  3.041  -2.609
H  1.292  1.381  0.903
H  0.252  1.929  -0.434
H  0.310  0.209  0.018
H  1.636  0.561  -2.017
H  3.100  -0.706  -1.227
H  3.853  2.017  -1.389
H  2.577  2.995  -0.633
H  3.220  4.199  -3.740
O  -1.685  0.223  1.855
C  -2.040  -0.912  1.827
O  -1.595  -1.844  2.720
C  -2.084  -3.144  2.370
C  -3.334  -2.897  1.528
C  -2.983  -1.583  0.843
H  -1.308  -3.664  1.802
H  -2.271  -3.688  3.293
H  -3.545  -3.717  0.845
H  -4.198  -2.761  2.180
H  -2.426  -1.732  -0.085
H  -3.823  -0.928  0.631

Properties
- LUMO energy (eV) = 2.5
- charge = -1
- gap between HOMO and LUMO (eV) = 4.211
- E_HOMO (eV) = -1.75

=====

no.,strongest force on any atom (eV/A)
1,19.260
2,0.642
3,3.648
4,0.236